Entry 1:
The following is a DFT calculation (ωB97M-V with the def2-TZVPD basis set) of C2H3FS2 as an isolated structure.

The calculation puts the HOMO energy at -8.96 eV. The gap between HOMO and LUMO comes out at 8.497 eV. For the LUMO energy, the calculation gives -0.017 hartree. For the energy, the calculation gives -26508.379 eV. As for the spin multiplicity: 1. For the energy above the lowest of the compared OMol25 structures with the same formula, charge and spin, the calculation gives 142.40 kJ/mol.

The geometry in XYZ format:
```
8
Properties=species:S:1:pos:R:3:forces:R:3:nbo_charge:R:1
C -0.37563 0.48340 -0.35510 -1.0924 -1.7204 -1.4014 -0.652
C 0.63899 -1.61953 0.84756 -3.8353 3.2139 -1.7074 0.186
F 0.34681 -2.85288 1.06599 -0.5034 -1.6233 -0.0706 -0.302
S 0.55332 -1.02177 -0.89848 0.3627 0.1672 1.0631 0.181
S -1.00940 -0.08730 1.24950 1.5732 -2.0083 -0.2194 -0.024
H 0.22798 1.33140 -0.16021 0.6838 0.7528 -0.4045 0.216
H -1.13322 0.61994 -1.19811 0.8000 0.2657 1.4630 0.234
H 1.35311 -1.29361 1.50449 2.0115 0.9524 1.2772 0.161
```
Positions in Å, forces in eV/Å.



Entry 2:
The following is a DFT calculation (ωB97M-V with the def2-TZVPD basis set) of C2H3GdO as an isolated structure.

The calculation puts the HOMO energy (alpha / beta) at -19.25 / -17.63 eV. The gap between HOMO and LUMO (alpha / beta) comes out at 8.226 / 6.686 eV. For the LUMO energy (alpha / beta), the calculation gives -0.405 / -0.402 hartree. Its total charge is +2. For the energy, the calculation gives -24978.089 eV. The expectation value of S² is 16.5583. As for the spin multiplicity: 8. For the energy above the lowest of the compared OMol25 structures with the same formula, charge and spin, the calculation gives 63.35 kJ/mol.

The geometry in XYZ format:
```
7
Properties=species:S:1:pos:R:3:forces:R:3:mulliken_charge:R:1
O -0.67363 0.62834 0.34228 -0.2802 -0.5381 -0.9967 0.039
C -0.02060 1.37513 -0.57389 -0.3783 0.0007 0.1312 0.035
Gd 2.21880 0.83913 0.30615 0.5760 -0.4234 0.2201 1.802
H -1.63384 0.50778 0.22982 -0.9711 0.2551 -0.1063 0.447
C 0.20606 -0.72631 -0.02415 1.9228 -0.6743 0.8011 -0.840
H 0.11083 -1.20829 -1.00352 -1.1725 0.9496 -0.2561 0.302
H -0.20763 -1.41577 0.72331 0.3032 0.4304 0.2067 0.216
```
Positions in Å, forces in eV/Å.



Entry 3:
The following is a DFT calculation (ωB97M-V with the def2-TZVPD basis set) of C2H3I2NO as an isolated structure.

The calculation puts the HOMO energy (alpha / beta) at -8.39 / -8.28 eV. The gap between HOMO and LUMO (alpha / beta) comes out at 8.034 / 6.918 eV. For the LUMO energy (alpha / beta), the calculation gives -0.013 / -0.050 hartree. For the energy, the calculation gives -21856.369 eV. As for the spin multiplicity: 1. For the energy above the lowest of the compared OMol25 structures with the same formula, charge and spin, the calculation gives 482.81 kJ/mol.

The geometry in XYZ format:
```
9
Properties=species:S:1:pos:R:3:forces:R:3:nbo_charge:R:1
C -0.31020 0.47933 1.01186 -0.2661 0.2532 0.3083 -0.766
C -1.17772 -0.32115 0.09592 1.1024 -0.8110 -0.8268 -0.277
N 1.53325 -0.35184 -2.02264 2.5616 0.1810 0.5935 0.049
O 2.16064 0.38750 -1.36363 -0.3109 -0.6123 -0.5410 -0.265
I -0.79273 0.13292 -1.96836 -2.7039 0.3983 0.6727 0.367
I -1.14044 -2.41899 0.47748 -0.2109 0.6570 -0.0819 0.176
H -0.64520 1.51976 1.00845 0.0225 0.0284 -0.0113 0.238
H -0.37874 0.08952 2.02812 -0.0630 0.0572 0.0017 0.236
H 0.75113 0.48294 0.73279 -0.1317 -0.1518 -0.1152 0.242
```
Positions in Å, forces in eV/Å.



Entry 4:
The following is a DFT calculation (ωB97M-V with the def2-TZVPD basis set) of C2H3I2NO as an isolated structure.

The calculation puts the HOMO energy at -9.44 eV. The gap between HOMO and LUMO comes out at 8.980 eV. For the LUMO energy, the calculation gives -0.017 hartree. For the energy, the calculation gives -21861.340 eV. As for the spin multiplicity: 1. For the energy above the lowest of the compared OMol25 structures with the same formula, charge and spin, the calculation gives 3.19 kJ/mol.

The geometry in XYZ format:
```
9
Properties=species:S:1:pos:R:3:forces:R:3:nbo_charge:R:1
C -0.50505 0.34708 0.00962 -0.1497 1.1248 -0.9732 0.595
C 0.98749 0.02336 -0.12220 0.5916 2.3470 0.6691 -0.542
N -1.33773 -0.69441 -0.15650 -1.2795 0.6825 0.2835 -0.799
O -0.99064 1.45793 0.11277 1.1731 -0.0432 0.2153 -0.592
I 1.91918 1.30354 -1.67669 -0.6271 -0.9078 0.7802 0.172
I 1.88145 0.49616 1.80636 -0.1823 -0.0161 -0.2659 0.147
H 1.32249 -0.97914 -0.21450 -0.2495 -0.8063 -0.6753 0.220
H -0.99594 -1.57219 0.11189 0.0454 -1.4823 0.3005 0.384
H -2.28126 -0.38233 0.12923 0.6779 -0.8985 -0.3342 0.413
```
Positions in Å, forces in eV/Å.



Entry 5:
The following is a DFT calculation (ωB97M-V with the def2-TZVPD basis set) of C2H3I2NO2 as an isolated structure.

The calculation puts the HOMO energy (alpha / beta) at -5.97 / -9.53 eV. The gap between HOMO and LUMO (alpha / beta) comes out at 5.995 / 5.255 eV. For the LUMO energy (alpha / beta), the calculation gives 0.001 / -0.157 hartree. For the energy, the calculation gives -23903.422 eV. The expectation value of S² is 2.0185. As for the spin multiplicity: 3. For the energy above the lowest of the compared OMol25 structures with the same formula, charge and spin, the calculation gives 0.00 kJ/mol.

The geometry in XYZ format:
```
10
Properties=species:S:1:pos:R:3:forces:R:3:nbo_charge:R:1
C 1.14783 -0.49734 0.78561 -0.8988 2.3255 -0.9526 0.648
C -1.00696 0.74999 -0.04235 -1.7465 1.3157 2.9426 -0.089
N 0.38210 -0.65519 -0.20960 1.8179 -3.3783 -0.9440 -0.673
O 1.28931 0.37838 1.55050 0.8651 -0.1272 1.6691 -0.497
O -1.92124 0.32481 -0.88528 -1.9459 -0.5417 0.4498 -0.693
I 2.56816 -2.33128 0.74101 0.6996 -1.1064 0.1587 0.070
I -0.17710 2.59120 -0.32504 0.6148 1.3139 -0.4505 0.154
H -1.25484 0.63689 1.07073 0.0374 -0.0438 -1.8894 0.194
H 0.59770 -1.35407 -0.91820 -0.1392 0.1830 -0.0087 0.410
H -1.62497 0.15661 -1.76737 0.6955 0.0593 -0.9750 0.476
```
Positions in Å, forces in eV/Å.



Entry 6:
The following is a DFT calculation (ωB97M-V with the def2-TZVPD basis set) of a 2-piece molecular cluster, C2H3IN2 overall.

The calculation puts the HOMO energy (alpha / beta) at -10.03 / -8.38 eV. The gap between HOMO and LUMO (alpha / beta) comes out at 10.690 / 5.451 eV. For the LUMO energy (alpha / beta), the calculation gives 0.024 / -0.108 hartree. For the energy, the calculation gives -13199.247 eV. As for the spin multiplicity: 1. For the energy above the lowest of the compared OMol25 structures with the same formula, charge and spin, the calculation gives 247.89 kJ/mol.

The geometry in XYZ format:
```
8
Properties=species:S:1:pos:R:3:forces:R:3:mulliken_charge:R:1
C -1.23935 0.98592 0.55130 -1.3050 1.0074 0.5731 0.741
C -0.16525 0.18712 0.02117 0.5787 -0.4466 -0.2506 -0.751
N -1.65907 2.16697 0.92265 1.4412 1.1591 -0.3039 -0.420
N -2.47277 0.98796 0.99384 -0.9009 -1.7780 -0.0618 -0.366
I -5.61632 -0.06553 -0.89685 0.1337 0.0433 0.0657 -0.011
H 0.55368 0.80424 -0.51573 -0.0224 -0.0582 0.0088 0.274
H -0.56643 -0.60198 -0.61713 0.0648 0.0685 0.0289 0.270
H 0.33895 -0.28872 0.86668 0.0099 0.0046 -0.0601 0.262
```
Positions in Å, forces in eV/Å.



> Among the records above, which one has the lowest energy above the lowest of the compared OMol25 structures with the same formula, charge and spin?

C2H3I2NO2